Entry 1:
The following is a quantum chemistry calculation of a single C9H15PS molecule in a non-equilibrium geometry, from the Open Molecules 2025 dataset.

Geometry as XYZ:
```
26
Properties=species:S:1:pos:R:3:forces:R:3
C -0.285119 -1.348993 -1.598640 3.2 -1.2 -6.4
C -1.741178 -1.462748 -1.707355 0.2 2.9 -2.4
C -2.390162 -0.304772 -0.836384 -0.8 -2.3 -0.1
C 1.154757 1.438527 1.358958 -2.1 -1.6 1.5
C 2.382258 0.677205 0.916165 -1.1 3.1 -0.9
C -1.333526 0.538604 -0.247657 1.0 3.0 1.8
C 0.123456 0.388980 1.914560 2.2 0.6 0.0
C 2.045098 0.075771 -0.430956 1.9 -3.0 -0.5
C -0.536307 -0.321239 0.775462 1.6 1.0 -1.3
P 0.720615 -1.294074 -0.228511 0.0 1.1 1.3
S 0.929933 -1.572386 -3.461817 -2.9 0.7 4.4
H -2.122876 -1.431294 -2.829064 1.1 0.0 2.3
H -2.002382 -2.384522 -1.363044 -0.9 -2.8 1.2
H -3.057255 0.119416 -1.553254 -0.5 1.0 0.0
H -2.999531 -0.765654 0.003778 0.6 0.6 -1.0
H 1.298963 1.943436 2.291990 0.6 1.6 -0.1
H 0.675609 1.921267 0.511131 0.3 1.0 0.4
H 3.119203 1.509735 0.847054 0.3 -1.2 -0.3
H 2.570567 0.005156 1.709433 1.0 -1.0 0.4
H -0.671805 1.125184 -0.993299 -0.9 -1.3 0.9
H -1.740302 1.359941 0.412623 -0.2 -0.6 -0.9
H 0.836012 -0.245685 2.475777 -0.7 -0.6 -0.2
H -0.499928 0.734982 2.745804 -0.6 0.4 -0.7
H 1.770120 0.757371 -1.237840 0.1 0.0 0.2
H 2.965865 -0.545471 -0.723459 -1.4 1.0 -0.3
H -1.212085 -0.918738 1.248546 -2.1 -2.3 0.8
```
Positions in Å, forces in eV/Å.

Computed properties:
charge	0
relative energy (zero: lowest compared OMol25 entry of this formula, charge and spin)	79.6	kcal per mole
SMILES string	S=C1CCC[C@@H]2CCCCP12
E_LUMO	-1.2	eV

Here are the Mulliken charges for atoms 1 to 6, given in e: C -0.046; C -0.512; C -0.548; C -0.679; C -0.731; C -0.837

Entry 2:
The following is a quantum chemistry calculation of a molecular structure, C9H16 in a non-equilibrium geometry, from the Open Molecules 2025 dataset.

Geometry as XYZ:
```
25
Properties=species:S:1:pos:R:3:forces:R:3
C 0.230759 -0.686465 2.365099 -0.8 -1.3 1.4
C 0.087918 0.043768 0.904458 2.6 1.3 0.6
C 1.236468 -0.622294 -0.204745 -1.9 -1.3 3.0
C 2.455992 0.250582 -0.429141 -0.6 0.8 -1.3
C -0.015326 -1.035516 -1.185328 2.9 -1.5 5.0
C -0.450618 -0.834178 -2.478060 -4.0 -3.7 -3.7
C -0.853536 0.214635 -1.497065 -0.3 -0.2 3.0
C -1.199263 0.388736 0.021990 -1.3 0.4 0.1
C -2.133151 1.549359 0.488567 1.6 2.9 2.0
H 1.155617 -0.099945 3.071126 -2.8 -2.1 -2.4
H -0.759887 -0.761093 3.120376 2.5 0.6 -2.2
H 0.445621 -1.840713 2.143302 0.0 2.5 0.8
H 0.433155 1.011230 1.286588 0.5 0.3 -0.9
H 1.822586 -1.457225 0.398793 -2.5 0.6 -1.6
H 3.456692 -0.532838 0.407866 -2.4 3.4 -3.0
H 2.036155 1.577591 -0.067504 2.2 -4.1 -1.4
H 2.469859 0.046267 -2.105695 0.8 0.9 4.2
H -0.630225 -1.665875 -0.420846 1.1 0.6 -2.2
H -1.102280 -1.525966 -3.239967 1.3 1.3 2.4
H 0.305875 -0.407220 -3.000408 1.9 1.4 -2.3
H -0.303824 1.003727 -1.808579 2.0 2.8 -0.5
H -1.729435 -0.478885 0.138974 -2.4 -1.8 1.0
H -1.982914 1.682066 1.671934 -1.2 -1.1 -2.2
H -3.187442 1.482012 0.081353 1.3 -0.1 0.9
H -1.788795 2.698241 0.336909 -0.3 -2.6 -0.7
```
Positions in Å, forces in eV/Å.

Computed properties:
charge	0
relative energy (zero: lowest compared OMol25 entry of this formula, charge and spin)	283.6	kcal per mole
E_LUMO	0.1	eV

Here are the Mulliken charges for atoms 1 to 6, given in e: C -1.143; C -0.170; C -0.095; C -0.757; C 0.011; C -0.385

Entry 3:
The following is a quantum chemistry calculation of a molecular structure, C9H16Ag4Br8O3 in a non-equilibrium geometry, from the Open Molecules 2025 dataset.

Geometry as XYZ:
```
40
Properties=species:S:1:pos:R:3:forces:R:3
Ag 1.779060 -7.318703 -18.185484 0.0 1.5 -1.0
Ag 4.010998 -11.365543 -18.766111 -0.2 -0.9 -0.5
Ag -0.885209 -10.917903 -17.549228 -0.2 -0.1 -0.8
Ag 2.873741 -9.941956 -16.151300 0.0 -0.3 0.1
C 1.514730 -9.910924 -18.750809 -0.8 -0.6 0.8
O 0.476084 -9.290346 -18.914317 -2.4 0.6 -0.1
O 1.628280 -10.973620 -18.110487 -1.3 -3.3 2.4
O 2.601196 -9.451837 -19.032798 4.7 2.7 -1.9
Br 0.546758 -10.815391 -24.563870 -0.6 -0.1 0.9
C -0.689884 -11.467445 -23.156591 0.0 -0.7 0.1
C -0.156385 -11.101840 -21.759336 0.5 0.0 -1.1
Br -1.091776 -12.199683 -20.349587 0.6 0.7 -0.6
H -0.683345 -12.556276 -23.206725 0.3 0.0 -0.2
H -1.711933 -11.216321 -23.440248 0.2 0.7 0.3
H -0.099766 -10.037133 -21.532831 -0.9 0.0 0.2
H 0.899119 -11.370181 -21.804058 -0.1 -0.6 0.5
Br 3.477771 -6.205064 -20.680353 -0.8 -0.4 0.2
C 1.955971 -7.068385 -21.622996 -0.2 0.3 0.1
C 0.668901 -6.214853 -21.606072 0.7 -0.4 -0.5
Br -0.177273 -6.061593 -19.856723 0.4 0.0 0.5
H 1.864066 -8.056783 -21.172742 -0.3 0.2 0.1
H 2.304014 -7.256364 -22.638691 -0.1 0.4 -0.1
H -0.120700 -6.657008 -22.213636 0.2 -0.2 -0.1
H 0.829669 -5.194486 -21.954082 0.1 -0.1 0.2
Br 2.982313 -14.301769 -19.351526 -0.3 0.6 0.9
C 1.252893 -14.565495 -18.352554 -1.2 0.0 -0.8
C 0.371280 -15.410048 -19.278234 0.2 -0.4 -0.1
Br -1.302044 -15.776261 -18.356834 0.3 0.1 0.0
H 0.817583 -13.591381 -18.129584 0.2 0.2 -0.4
H 1.291691 -15.083687 -17.394398 1.0 -0.2 -0.2
H 0.901419 -16.340681 -19.480661 -0.3 -0.2 0.3
H 0.061548 -15.046808 -20.258152 0.4 0.6 0.3
Br -3.008444 -8.252033 -22.925799 -0.1 -0.5 1.6
C -3.575940 -9.125364 -21.197076 0.5 0.5 0.9
C -2.732466 -8.681564 -19.959828 0.6 0.5 -1.8
Br -3.118342 -9.787832 -18.343765 -0.3 0.6 -0.4
H -3.424202 -10.200002 -21.298243 -0.4 0.2 -0.4
H -4.604112 -8.810286 -21.019084 0.0 -0.4 -0.4
H -2.834057 -7.620478 -19.732079 -0.6 -0.3 0.5
H -1.674524 -8.771260 -20.206440 0.0 -0.5 0.3
```
Positions in Å, forces in eV/Å.

Computed properties:
charge	+3
spin multiplicity	2
E_LUMO (spin up / spin down)	-12.7 / -13.9	eV
⟨S²⟩	0.762

Here are the Mulliken charges for atoms 1 to 6, given in e: Ag 0.531; Ag 0.631; Ag 0.493; Ag 0.829; C 1.380; O -0.248

Entry 4:
The following is a quantum chemistry calculation of a molecular structure, C9H16B3F5O7S in a non-equilibrium geometry, from the Open Molecules 2025 dataset.

Geometry as XYZ:
```
41
Properties=species:S:1:pos:R:3:forces:R:3
O 0.233688 -1.585565 0.283842 0.0 0.4 0.1
S 0.266986 -1.638678 -1.149781 0.2 -0.7 0.6
O 0.860839 -2.776662 -1.793760 0.0 0.1 -0.4
B -1.489757 -1.492622 -1.828231 -0.3 0.5 -0.1
O -1.790055 -0.819541 -2.978321 0.7 -0.5 -0.3
B -2.616453 -1.581514 -3.830974 0.1 0.1 -0.2
O -3.567356 -2.361721 -3.243138 0.1 0.7 0.3
B -3.652222 -2.070041 -1.872478 -0.5 -0.9 0.0
C -4.953194 -1.538915 -1.226925 0.2 0.0 0.0
C -4.983995 -0.004926 -1.450878 0.3 -1.0 0.1
C -6.124209 0.644760 -0.726743 -0.1 0.3 -0.2
O -7.341010 0.043983 -1.144629 0.3 -0.2 0.0
O -2.439565 -2.180253 -1.166895 0.0 0.3 -0.1
C 1.218851 -0.143801 -1.684153 0.1 0.3 -0.3
F 1.544545 -0.227633 -2.989824 -0.2 0.0 0.5
F 0.429742 0.935863 -1.491801 0.1 -0.2 -0.1
C 2.520428 0.032835 -0.856327 0.5 0.1 0.1
F 3.306172 0.932668 -1.489506 -0.4 -0.6 0.5
F 3.181151 -1.140070 -0.769384 -0.4 0.9 0.0
F 2.242264 0.493465 0.371017 0.3 -0.3 -0.7
H -2.427465 -1.540285 -4.995612 -0.1 0.0 0.0
H -4.976482 -1.754360 -0.163888 0.0 0.0 0.3
H -5.824451 -1.989022 -1.683166 -0.3 -0.1 -0.1
H -5.052402 0.165664 -2.519187 -0.1 0.3 -0.3
H -4.041425 0.403480 -1.100736 0.2 0.4 0.1
H -6.128280 1.706397 -0.964795 0.0 0.2 0.0
H -5.998086 0.556318 0.350068 0.0 -0.1 0.3
H -8.014837 0.713347 -1.095375 -0.5 0.2 0.0
C 5.050885 1.374762 2.253187 0.1 -0.1 0.0
C 4.386196 0.557985 3.357562 -0.1 0.1 0.0
C 5.242260 0.921123 4.563740 0.1 0.0 0.0
O 5.698706 2.258436 4.346477 0.0 0.0 0.0
C 5.432621 2.646867 2.997239 -0.1 0.0 0.1
H 4.404561 1.564985 1.399065 0.0 0.0 0.0
H 5.947428 0.862944 1.895992 0.0 0.0 0.0
H 3.358439 0.896244 3.506718 0.0 0.0 0.0
H 4.365494 -0.512589 3.161201 0.0 0.0 0.0
H 6.114411 0.263127 4.643896 0.0 0.0 0.0
H 4.692021 0.880906 5.504138 0.0 0.0 0.0
H 4.607391 3.367666 2.998105 0.0 0.0 -0.1
H 6.316165 3.134372 2.584261 0.0 0.0 0.0
```
Positions in Å, forces in eV/Å.

Computed properties:
charge	0
E_LUMO	0.2	eV

Here are the Mulliken charges for atoms 1 to 6, given in e: O -0.647; S 1.096; O -0.647; B 0.358; O -0.349; B 0.551